{
  "formula": "C2H13N2O2",
  "method": "wB97M-V/def2-TZVPD",
  "charge": 1,
  "de_lowest_kcal_mol": 57.3,
  "energy_ha": -343.685190,
  "homo_lumo_gap_ev": 10.229,
  "max_force_ev_per_a": 4.56,
  "species": ["N", "C", "C", "N", "H", "H", "H", "H", "H", "H", "H", "H", "H", "H", "H", "O", "H", "H", "O"],
  "coordinates": [[-0.473, -1.219, 0.840], [0.413, 0.082, 0.649], [1.532, 0.064, -0.667], [1.822, -1.352, -0.772], [0.094, -1.998, 0.946], [-0.941, -0.994, 1.678], [-1.102, -1.453, -0.037], [-0.198, 0.922, 0.493], [1.253, 0.174, 1.410], [1.138, 0.326, -1.633], [2.301, 0.792, -0.303], [2.109, -1.818, -1.723], [2.615, -1.625, -0.256], [-2.747, 0.178, -0.340], [-3.291, -0.994, -0.932], [-2.521, -0.794, -0.328], [0.034, 3.457, 0.019], [-1.388, 3.358, 0.623], [-0.651, 2.895, 0.333]]
}